# 1
56
Properties=species:S:1:pos:R:3 method="wB97M-V/def2-TZVPD" homo_ev=-10.36 homo_lumo_gap_ev=5.133 e_tot_ha=-2031.95637 charge=+1
C 4.00 -0.91 -1.84
H 0.89 3.87 1.75
H 1.12 -3.46 -0.40
H 3.51 -2.89 -1.16
C 1.17 -2.69 2.87
Bi -0.28 -0.17 2.07
H 4.22 1.21 -2.35
H -3.87 -0.64 0.66
H 3.80 2.38 0.35
C 0.32 1.99 3.49
C -1.52 -3.39 -1.19
H 0.32 -0.82 0.71
C -2.66 0.77 -1.83
N -0.02 -0.21 -2.50
O -0.08 2.69 4.31
C 3.07 1.80 0.95
H -3.58 -3.87 -1.51
C -3.21 -1.78 -1.82
C 1.73 -1.68 -1.60
H 3.07 2.20 1.98
C -2.84 -3.08 -1.45
C -0.91 -1.11 -1.99
C 0.22 -2.96 4.01
C -2.29 -0.72 -1.87
H 0.36 -2.24 4.78
C -0.51 -2.42 -1.45
H -3.77 0.77 1.83
C -2.64 2.97 0.00
H -3.71 3.09 -0.25
O 1.49 -3.66 2.18
H -3.69 1.02 -2.09
H -0.01 4.01 0.17
C 3.13 -1.91 -1.46
C 2.17 0.75 -1.90
H -2.39 3.33 1.02
O 1.64 -1.44 2.74
H 3.42 0.75 0.96
H -4.28 -1.60 -2.03
C 1.24 -0.36 -2.04
C 0.95 3.75 0.65
H 0.67 2.29 -2.02
C 1.64 2.12 -1.56
H -2.04 3.43 -0.81
C -3.81 0.46 0.77
H 0.37 -3.95 4.42
H -1.25 -4.36 -0.78
H 1.74 4.36 0.21
H -4.69 0.91 0.29
C 3.51 0.40 -2.06
H 2.26 2.97 -1.81
H -2.01 1.41 -2.43
P 1.32 2.00 0.35
P -2.30 1.18 0.02
H 5.04 -1.10 -2.09
H -0.84 -2.85 3.79
C 0.82 -2.59 -1.05

---

# 2
56
Properties=species:S:1:pos:R:3 method="wB97M-V/def2-TZVPD" homo_ev=-7.48 homo_lumo_gap_ev=7.962 e_tot_ha=-3838.97589 smiles="C=CCOc1c(Br)cc(CNc2ccc(NC(=O)C(C)C)c(OC)c2)cc1OC"
H 0.64 -2.17 0.07
H 3.97 1.35 -3.59
H -3.37 1.50 0.75
C 0.50 -1.64 6.43
H 2.66 3.17 -4.69
C -3.27 -1.17 1.11
H -4.96 -0.20 0.22
H -1.24 -1.62 -3.72
H -5.08 -1.48 2.23
C -3.38 -2.36 3.17
H 0.84 2.87 -0.25
C -2.01 -2.61 3.17
C 5.27 2.64 -2.47
H -2.42 -0.17 -2.35
H 0.73 -0.64 6.76
H -0.43 -1.08 -5.21
H 6.07 2.69 -3.21
C -0.24 -3.26 4.70
H 0.48 -3.54 3.92
H -1.36 2.53 0.79
H -1.85 -0.20 -4.61
C 0.48 1.54 -1.86
H 0.78 -0.69 1.06
N 1.72 1.68 -2.50
C -0.46 0.68 -2.46
H -1.33 -1.05 0.24
O 2.89 2.98 -1.05
Br -4.38 -3.03 4.63
C -1.11 2.01 -0.12
C 0.13 2.21 -0.70
O -0.04 0.08 -3.63
H 1.76 1.19 -3.38
H 5.52 1.86 -1.75
H -3.81 -0.86 -0.95
C -0.95 -0.75 -4.32
C -3.90 -0.34 0.01
H -0.20 -3.99 5.51
C 3.94 2.34 -3.13
C 3.62 3.38 -4.21
C -2.04 1.13 -0.69
C -4.01 -1.65 2.17
N -3.29 0.97 -0.11
H 1.91 -2.04 1.31
H 4.39 3.38 -4.97
C -1.90 -1.42 1.08
H -0.07 -1.08 4.50
H 5.22 3.58 -1.94
O -1.56 -3.37 4.21
C 0.08 -1.89 5.21
C 0.88 -1.78 1.07
O 0.09 -2.38 2.07
C -1.25 -2.13 2.08
C 2.81 2.37 -2.10
H 3.57 4.37 -3.76
H 0.65 -2.42 7.16
C -1.70 0.49 -1.88